Formula: C42H83NO30
Source: the OMol25 dataset
Level of theory: ωB97M-V with the def2-TZVPD basis set

Summary:
Maximum force = 3.47 eV Å⁻¹
E_tot = -107813.7619 eV
HOMO level = -10.45 eV

Last column: Mulliken charge in e.
Cartesian coordinates (Å):
C  1.78683  2.19206  0.31336  -1.07
C  0.22105  2.32251  0.15613  0.72
O  0.02885  3.09904  -1.11638  0.36
C  -0.12852  4.41091  -0.98807  0.70
O  -0.19647  5.05366  0.05915  -0.69
O  -0.20476  4.95964  -2.17690  -0.22
C  -0.51187  6.34907  -2.22404  -0.85
H  2.18012  1.44227  -0.45091  0.06
H  1.88729  1.79450  1.29250  0.24
H  2.29614  3.13651  0.26973  0.44
H  -0.17759  2.82832  1.04469  0.54
H  -0.18736  1.31952  0.07681  -0.58
H  0.29055  6.90238  -2.72601  0.27
H  -0.67087  6.75781  -1.27023  0.40
H  -1.51722  6.50711  -2.76163  0.24
C  3.48249  -1.63392  4.27829  -0.74
C  4.56034  -1.56102  3.28931  -0.69
O  4.47986  -0.38439  2.48070  -0.11
C  5.07413  0.74748  3.01291  0.56
O  5.41841  0.92297  4.15774  -0.59
O  5.22220  1.63341  1.98577  -0.15
C  5.45050  3.01887  2.19384  -0.90
H  3.45950  -0.74708  4.90223  0.30
H  3.59203  -2.41519  5.02936  0.43
H  2.61192  -1.88437  3.73322  0.03
H  4.57236  -2.41907  2.63762  0.49
H  5.53295  -1.53030  3.74657  0.53
H  4.75577  3.50901  1.56394  0.24
H  6.44340  3.32127  1.98532  0.38
H  5.32199  3.28212  3.23516  0.39
C  4.74830  5.68950  4.91547  -1.19
C  3.24372  5.53984  5.06218  -0.24
O  2.85561  4.31416  4.41287  -0.13
C  1.83672  3.58055  4.91357  0.45
O  1.24203  3.78812  5.91025  -0.58
O  1.62950  2.56552  4.09915  -0.06
C  0.66339  1.58144  4.58861  -0.44
H  4.98403  6.66450  5.33285  0.45
H  5.12035  5.89589  3.87666  0.24
H  5.27768  4.95234  5.52196  0.32
H  2.82697  6.38115  4.50236  0.21
H  2.92399  5.48708  6.12312  0.35
H  -0.17365  2.13096  4.92267  0.51
H  1.02539  0.86229  5.38682  0.29
H  0.37894  1.06636  3.67593  -0.22
C  2.66046  1.44594  -5.72766  -1.31
C  2.70168  1.39421  -4.24930  0.20
O  3.87672  2.01755  -3.83610  -0.31
C  4.60995  1.38742  -2.94284  0.94
O  4.34777  0.32476  -2.37451  -0.63
O  5.73022  2.07270  -2.75693  -0.41
C  6.33611  1.78411  -1.48125  -0.65
H  2.55000  2.46323  -6.10838  0.33
H  1.98592  0.76859  -6.25281  0.23
H  3.75247  1.22919  -6.02694  0.33
H  2.61646  0.40811  -3.86917  0.39
H  1.85985  1.99705  -3.87038  0.03
H  5.66189  1.67332  -0.61808  0.19
H  6.87871  2.69874  -1.33372  0.32
H  7.18981  1.09939  -1.46109  0.34
C  -3.19490  2.42775  0.22685  0.29
C  -4.15768  1.75933  -0.64802  -0.22
O  -5.23435  1.30698  0.20248  -0.22
C  -6.20647  0.69324  -0.50235  0.71
O  -6.43287  0.75775  -1.69828  -0.63
O  -6.94956  0.06243  0.36014  -0.28
C  -8.07181  -0.73112  -0.10180  -0.63
H  -2.32154  2.77142  -0.41278  -0.62
H  -2.92071  1.69107  1.04164  -0.35
H  -3.56828  3.29378  0.68427  0.63
H  -3.79047  0.92145  -1.19215  -0.11
H  -4.57326  2.36007  -1.46210  0.58
H  -7.90037  -1.25254  -1.01560  0.27
H  -8.89286  -0.00273  -0.38444  0.28
H  -8.28215  -1.41038  0.71497  0.24
C  -3.46696  5.54554  6.35415  -1.21
C  -4.03595  4.29218  5.78985  -0.24
O  -3.10505  3.52332  5.00406  -0.19
C  -3.46502  2.29524  4.51279  0.57
O  -2.66403  1.69742  3.82735  -0.28
O  -4.69889  1.94625  4.82321  -0.39
C  -5.15627  0.75088  4.17547  -0.44
H  -2.48115  5.40804  6.85409  0.29
H  -4.12813  5.86619  7.11238  0.40
H  -3.44483  6.28020  5.53535  0.29
H  -4.87869  4.55389  5.14339  0.29
H  -4.46998  3.60434  6.52201  0.33
H  -5.04356  0.69925  3.07949  0.10
H  -6.21539  0.65634  4.39557  0.24
H  -4.67252  -0.13038  4.63765  0.29
C  2.37348  -2.43298  0.95388  -0.27
C  2.67302  -2.61253  -0.51037  0.18
O  2.91336  -4.05089  -0.73472  -0.39
C  2.61305  -4.53667  -1.94008  0.75
O  2.04259  -3.91240  -2.75191  -0.51
O  2.98954  -5.82573  -1.99935  -0.36
C  2.52135  -6.46352  -3.22989  -0.71
H  3.18172  -2.98563  1.42001  0.31
H  1.38131  -2.91373  1.19743  -0.02
H  2.47122  -1.39292  1.30179  -0.01
H  3.39967  -1.95784  -0.94518  0.50
H  1.74130  -2.37829  -1.11115  -0.49
H  2.91613  -7.45789  -3.16805  0.22
H  3.00192  -5.93554  -4.04079  0.39
H  1.46533  -6.50933  -3.28675  0.26
C  -0.82522  -0.73456  -8.54515  -1.24
C  -1.57880  -0.56256  -7.27315  -0.05
O  -1.46337  0.77506  -6.75917  -0.34
C  -2.20440  0.95868  -5.67020  0.78
O  -2.91753  0.19811  -5.10799  -0.52
O  -1.98251  2.17831  -5.13987  -0.42
C  -2.48983  2.33690  -3.83840  -0.37
H  0.20658  -0.40960  -8.44331  0.28
H  -1.35068  -0.19121  -9.38517  0.27
H  -0.77016  -1.77404  -8.76546  0.42
H  -1.40626  -1.34550  -6.52317  0.19
H  -2.64897  -0.65381  -7.46725  0.35
H  -3.54819  2.03178  -3.83995  0.38
H  -2.19445  3.31646  -3.56092  0.27
H  -2.03026  1.66832  -3.10087  0.00
C  1.76842  -10.34140  -0.32449  -1.09
C  1.27514  -9.07567  0.40024  -0.27
O  0.86861  -8.10720  -0.62759  -0.22
C  -0.12144  -7.30913  -0.28160  0.68
O  -0.70018  -7.27686  0.75588  -0.57
O  -0.40145  -6.52312  -1.34560  -0.36
C  -1.29524  -5.40179  -1.08186  -0.37
H  0.97179  -10.65437  -1.01444  0.30
H  1.83370  -11.15707  0.36152  0.39
H  2.66907  -10.22519  -0.94101  0.28
H  2.15321  -8.57685  0.86287  0.25
H  0.48259  -9.20018  1.21802  0.34
H  -2.29235  -5.77912  -0.82805  0.34
H  -1.36788  -4.83936  -2.02902  0.11
H  -0.81707  -4.80850  -0.30660  0.16
C  -0.92288  -1.54703  2.61370  -0.34
C  -2.18824  -1.60908  1.74960  -0.09
O  -1.83738  -2.31202  0.50808  -0.30
C  -1.33740  -1.59807  -0.45698  0.13
O  -1.13614  -0.42082  -0.41465  -0.55
O  -1.16429  -2.44522  -1.49527  0.29
C  -0.62968  -1.84423  -2.68208  -0.70
H  -0.17091  -1.19119  1.94455  -0.28
H  -0.83880  -2.59409  3.02813  0.33
H  -1.11174  -0.85541  3.47352  0.35
H  -2.55300  -0.59376  1.57429  -0.42
H  -2.94764  -2.25532  2.11985  0.51
H  -1.22216  -2.22059  -3.51406  0.30
H  0.42796  -2.09307  -2.82571  0.10
H  -0.62174  -0.75795  -2.63790  0.15
C  -4.97653  -1.68473  -3.32687  -0.83
C  -4.67519  -1.93318  -1.91497  0.52
N  -4.50124  -2.21623  -0.82446  -0.47
H  -6.02325  -1.71557  -3.55037  0.40
H  -4.47344  -2.42943  -3.92251  0.39
H  -4.59539  -0.66998  -3.64410  0.03


Formula: C3H7N2O
Source: the OMol25 dataset
Level of theory: ωB97M-V with the def2-TZVPD basis set

Summary:
Total charge = +1
Maximum force = 3.27 eV Å⁻¹
E_tot = -8241.7836 eV
HOMO level = -15.50 eV

Last column: Mulliken charge in e.
Cartesian coordinates (Å):
C  -1.42556  0.67063  -0.38297  0.00
C  0.15836  -1.10589  0.67703  -0.40
C  0.58565  -0.98873  -0.70765  -0.41
N  0.99687  1.34917  0.21009  -0.63
N  0.08766  0.22611  -0.04219  0.49
O  -2.25717  0.40994  0.36612  -0.24
H  -1.56839  1.20668  -1.31148  0.43
H  -0.78643  -1.49886  0.98664  0.27
H  0.89200  -1.32094  1.47429  0.29
H  1.56249  -1.20625  -0.84528  0.34
H  -0.12316  -1.50885  -1.26560  0.31
H  0.99997  1.60306  1.18546  0.28
H  0.87772  2.16392  -0.34447  0.27